# 1
Below is a structure of composition C31H36BN21OSTl, with properties calculated with ωB97M-V with the def2-TZVPD basis set.

Geometry as XYZ:
```
92
Properties=species:S:1:pos:R:3:forces:R:3
Tl 0.822686 0.506930 0.970405 -0.16 0.48 0.51
C 3.087318 -1.367385 3.638673 -0.04 -0.03 0.02
C 2.213431 -2.223646 2.787477 0.04 0.06 0.16
C 1.983871 -3.603663 2.905428 -0.04 0.00 -0.02
C 1.142118 -3.913108 1.864906 -0.10 0.00 0.07
N 0.887050 -2.789245 1.166473 0.15 -0.02 -0.13
N 1.531453 -1.744137 1.756938 -0.03 0.09 -0.25
B 0.227040 -2.653065 -0.242677 0.07 0.05 0.03
N -1.109608 -1.889193 -0.085604 -0.11 -0.01 0.01
C -2.367921 -2.322884 -0.235800 0.03 -0.02 -0.02
C -3.227111 -1.317549 0.142371 -0.02 -0.02 0.01
C -2.410408 -0.259058 0.542221 0.00 0.13 0.04
C -2.875666 1.057649 1.063026 -0.03 -0.02 -0.01
N -1.130799 -0.612280 0.399357 0.20 -0.19 -0.05
N 1.187524 -1.881834 -1.196490 0.13 -0.07 0.19
C 1.660064 -2.294906 -2.389065 -0.09 0.00 -0.06
C 2.634165 -1.417440 -2.798841 0.01 0.04 0.02
C 2.719076 -0.461367 -1.772938 -0.01 0.05 -0.01
C 3.634498 0.711218 -1.664698 0.03 -0.01 -0.05
N 1.839933 -0.757185 -0.824211 -0.14 0.06 0.06
N 0.069884 -4.046519 -0.857567 -0.08 -0.07 -0.03
C 1.066895 -4.963283 -0.950022 0.00 -0.04 0.04
C 0.690249 -5.924643 -1.848113 -0.02 0.05 -0.01
C -0.578550 -5.502208 -2.301681 -0.02 -0.03 -0.04
C -1.476442 -6.158493 -3.298827 0.01 -0.01 -0.01
N -0.933248 -4.372246 -1.719189 0.01 0.10 0.06
H 3.067199 -1.718725 4.670226 0.00 0.00 0.01
H 4.118603 -1.424755 3.285590 0.02 0.01 0.00
H 2.795641 -0.319620 3.613794 0.01 -0.02 -0.03
H 2.378091 -4.268161 3.654018 0.01 -0.02 0.00
H 0.700715 -4.851705 1.580367 0.01 -0.02 0.00
H -2.554308 -3.308583 -0.615743 0.00 -0.05 -0.03
H -4.302714 -1.338118 0.147673 -0.02 -0.01 0.00
H -3.964987 1.061738 1.063811 -0.01 0.03 0.01
H -2.512859 1.229110 2.075507 -0.01 -0.01 0.00
H -2.499935 1.885540 0.465539 -0.01 -0.02 -0.01
H 1.266543 -3.176318 -2.866238 0.01 -0.04 0.00
H 3.214132 -1.459699 -3.703901 0.02 0.00 -0.01
H 4.657992 0.407863 -1.887078 0.00 0.00 -0.01
H 3.355449 1.494328 -2.371074 -0.01 0.00 0.00
H 3.613329 1.131025 -0.662029 0.01 -0.01 0.01
H 1.977763 -4.856034 -0.386210 0.03 0.00 -0.01
H 1.242135 -6.801469 -2.139134 0.01 -0.01 0.00
H -1.683271 -7.193261 -3.024166 0.00 0.00 0.01
H -2.420674 -5.620448 -3.357063 0.00 0.01 0.00
H -1.021826 -6.167921 -4.290792 0.00 0.00 0.00
N 2.393657 3.656254 -0.096438 0.09 0.00 -0.03
C 2.790225 3.096289 1.105855 -0.05 0.15 -0.13
N 3.555618 3.762984 1.944065 0.02 -0.07 0.11
N 3.735740 2.917928 2.980079 0.01 0.06 -0.03
N 3.123178 1.812425 2.776921 -0.01 -0.06 0.05
N 2.511319 1.874884 1.567682 -0.05 -0.15 -0.20
C 1.417965 3.194166 -0.936310 0.02 0.13 0.05
N 0.843728 3.951595 -1.874464 -0.07 -0.05 0.05
N -0.050235 3.147122 -2.447983 0.11 0.04 0.05
N -0.005460 1.989942 -1.869499 -0.04 0.15 -0.11
N 0.932288 1.961937 -0.932764 0.00 -0.17 -0.15
H 2.615811 4.634945 -0.185430 -0.01 0.00 0.02
O -0.421325 2.482348 1.247997 0.01 -0.28 -0.09
C -0.220737 3.371613 2.166294 0.11 0.08 -0.01
C -0.269714 4.746647 1.820790 -0.02 0.01 -0.01
C -0.063239 5.735918 2.748199 0.02 0.05 0.05
C 0.214049 5.419842 4.083930 -0.03 -0.06 -0.08
C 0.267378 4.094513 4.444885 0.03 0.05 -0.01
C 0.052012 3.061479 3.520767 0.03 -0.08 0.12
C 0.054329 1.677464 3.971713 -0.01 0.17 -0.05
N 0.014309 0.574526 3.232216 0.13 -0.31 -0.04
C -0.046035 -0.496844 4.103281 -0.16 0.06 -0.03
C -0.039490 -0.044674 5.376730 0.02 0.05 0.01
N 0.028316 1.328524 5.280618 0.00 -0.06 0.02
H -0.463887 4.981105 0.780597 -0.02 0.01 -0.01
H -0.102537 6.773893 2.439873 0.00 0.00 -0.01
H 0.395079 6.196107 4.813244 0.01 0.01 0.01
H 0.505247 3.861552 5.476619 0.03 -0.03 0.00
H -0.111028 -1.509603 3.749660 0.01 -0.03 -0.01
H -0.077295 -0.554500 6.321318 -0.01 -0.01 0.02
H 0.067245 1.973201 6.048407 -0.05 0.00 -0.01
C -2.806502 -0.663146 -5.284891 -0.01 0.00 -0.01
N -2.926056 0.550063 -4.511379 -0.04 0.03 -0.05
C -4.017689 1.496504 -4.731169 0.03 0.01 -0.03
C -3.674253 2.632172 -3.756384 -0.03 -0.05 0.05
N -2.698361 1.994110 -2.871559 -0.03 0.04 -0.20
C -2.211173 0.885860 -3.440595 0.19 -0.15 0.26
S -0.877875 -0.010769 -2.859216 -0.13 0.03 -0.18
H -3.723684 -1.249807 -5.207353 0.00 -0.02 0.00
H -1.976307 -1.254523 -4.907364 0.01 0.00 0.01
H -2.623599 -0.419639 -6.332099 -0.02 -0.01 -0.01
H -4.977686 1.024580 -4.507360 0.01 -0.01 0.04
H -4.024557 1.821505 -5.771605 -0.04 0.00 0.00
H -4.542134 2.965562 -3.191495 0.02 0.03 -0.02
H -3.224591 3.489229 -4.260210 0.01 -0.03 -0.02
H -2.056563 2.559468 -2.330828 0.00 0.03 0.10
```
Positions in Å, forces in eV/Å.

Properties
Net charge = 0
Energy above the lowest of the compared OMol25 structures with the same formula, charge and spin = 0.0 kcal/mol
Multiplicity = 2
E = -3023.61288 a.u.

Atomic partial charges in e from the Mulliken method, atoms 1 to 6: Tl 3.197; C -1.288; C 0.374; C -1.821; C -0.166; N 0.814


# 2
Below is a cluster of 2 separate species, C6H9B in total, with properties calculated with ωB97M-V with the def2-TZVPD basis set.

Geometry as XYZ:
```
16
Properties=species:S:1:pos:R:3:forces:R:3
B -0.723815 -0.601080 0.732524 0.99 0.49 2.87
C 1.232172 -0.321507 -0.958023 -1.16 -2.16 -0.09
C -0.162185 0.110050 -0.580593 0.89 -0.29 -0.38
C 2.114138 0.627301 -0.725013 0.54 1.20 0.30
C 0.157151 1.473837 -0.145676 -1.53 1.01 -0.35
C 1.441741 1.797259 -0.269928 -1.57 -0.75 0.66
C -1.961320 -1.529867 0.777252 -1.41 -0.13 -1.71
H 0.000310 -0.205536 2.413600 -1.15 -0.75 -3.39
H 1.327176 -1.311358 -1.342077 0.69 -0.47 -0.18
H -0.811275 0.059281 -1.499514 0.18 -0.01 1.04
H 3.153469 0.739444 -0.734903 1.55 -0.94 -0.67
H -0.661922 2.060800 0.154738 -0.55 1.16 0.56
H 1.843738 2.697562 0.066914 0.84 1.27 0.24
H -2.563808 -1.314979 -0.176813 0.67 -0.48 1.18
H -2.692335 -1.698155 1.567391 0.23 1.13 0.55
H -1.693235 -2.583051 0.720121 0.80 -0.28 -0.61
```
Positions in Å, forces in eV/Å.

Properties
Net charge = 0
Energy above the lowest of the compared OMol25 structures with the same formula, charge and spin = 63.2 kcal/mol
E = -258.71857 a.u.

Atomic partial charges in e from the natural (NBO) method, atoms 1 to 6: B 0.860; C -0.155; C -0.739; C -0.226; C -0.132; C -0.231